C15H32NO3P2Sn | ωB97M-V with the def2-TZVPD basis set

Structure (XYZ):
```
54
Properties=species:S:1:pos:R:3:forces:R:3
Sn 0.07076 0.79897 0.57579 -0.92 -0.62 0.93
P 2.25759 -0.67564 0.04509 1.28 -1.88 0.19
C 2.33935 -1.34717 -1.60967 -0.43 4.16 -0.75
C 1.11942 -1.35937 -2.34452 -1.48 0.86 -0.17
N -0.01941 -0.72050 -1.83351 -0.76 -1.74 1.57
C -1.22430 -1.20019 -2.18327 -0.15 0.09 0.23
C -1.38740 -2.16717 -3.20155 0.48 -0.51 -0.01
C -0.26433 -2.52287 -3.94108 -0.72 0.12 -0.22
C 0.97102 -1.99875 -3.59072 0.65 -0.53 0.62
C -2.50015 -0.77188 -1.44503 0.80 0.57 -0.14
P -2.30620 0.85845 -0.62506 -1.58 -0.93 0.30
H 1.85940 -2.21732 -4.14687 0.34 -0.48 -0.25
H -2.37178 -2.62936 -3.38288 0.60 0.36 0.03
H -0.35354 -3.23497 -4.75671 0.07 0.25 -0.05
H -3.34611 -0.69180 -2.13883 0.13 -0.06 0.08
H -2.77816 -1.51077 -0.67720 0.24 -0.02 -0.24
H 2.58386 1.93424 -3.84937 0.74 0.91 0.27
H 3.13392 -0.87998 -2.22786 0.36 -1.43 0.18
H 0.15911 3.30205 -2.19026 0.29 0.69 0.90
O 2.90144 2.72506 -3.35682 -0.46 -0.99 0.21
H 3.84038 2.57973 -3.14113 -0.45 0.07 -0.40
H 0.24304 2.43933 -0.75924 0.51 1.81 0.03
O 0.19858 3.45823 -1.19984 -0.14 -1.44 -1.04
H 0.97886 4.01508 -0.97469 -0.04 -0.20 -0.14
C -2.47534 1.98477 -2.00864 0.21 0.48 -0.22
H -3.47111 1.83579 -2.42639 -0.02 0.01 -0.08
H -2.40491 3.02710 -1.69347 -0.01 -0.01 -0.03
H -1.74560 1.76920 -2.78737 0.07 0.03 -0.13
C -3.90793 1.06024 0.25803 0.09 0.00 0.39
H -3.94329 2.07029 0.71124 -0.06 -0.54 -0.18
H -4.74448 0.95737 -0.46918 0.59 0.05 0.40
H -4.01491 0.29460 1.05577 0.10 0.51 -0.46
C 2.02680 -2.27204 0.91532 -0.38 -0.41 0.27
H 3.00376 -2.76327 0.83210 -0.24 -0.06 0.09
H 1.67469 -2.28050 1.95760 0.19 0.50 -0.47
H 1.29130 -2.82021 0.31189 0.20 -0.05 0.21
C 3.82827 0.09719 0.58029 0.00 0.15 -0.45
H 3.85493 0.38378 1.64192 -0.35 -0.27 -0.25
H 4.63736 -0.61623 0.39928 -0.02 0.01 0.05
H 4.02390 1.00308 -0.01089 -0.10 -0.25 0.10
C -1.21564 0.97997 3.84698 -0.10 -0.24 0.07
C -0.29766 -0.17714 3.43290 0.22 0.37 1.24
C 1.17645 0.11659 3.74070 -0.09 -0.14 0.07
C -0.72271 -1.44559 4.17467 -0.13 -0.26 -0.01
O -0.46832 -0.44857 2.03838 0.16 0.50 -1.96
H -1.11031 1.20071 4.91538 0.00 -0.03 -0.23
H -2.26362 0.70980 3.66687 0.20 0.02 0.03
H -1.00935 1.90644 3.29920 0.19 0.04 -0.07
H 1.31651 0.28177 4.81791 0.02 0.01 -0.34
H 1.80459 -0.73747 3.45089 -0.14 0.18 0.14
H 1.54932 1.01020 3.21842 -0.12 0.08 0.03
H -1.77216 -1.68177 3.95595 0.25 0.05 0.07
H -0.10798 -2.30005 3.86299 -0.11 0.17 0.09
H -0.61792 -1.32946 5.26649 -0.01 0.05 -0.47
```
Positions in Å, forces in eV/Å.

The largest force on an atom comes out at 4.2 eV/Å. As for the LUMO energy (alpha / beta): -12.846 / -12.847 eV. The relative energy (zero: lowest compared OMol25 entry of this formula, charge and spin) comes out at 203.5 kJ/mol. The value obtained for the HOMO energy (alpha / beta) is -17.836 / -17.835 eV. The net charge is +3.